Record 1
This record from OMol25 describes a 2-piece molecular cluster, C6H14N2O2 overall at a distorted geometry. The level of theory is wB97M-V/def2-TZVPD.

CARTESIAN COORDINATES (ANGSTROEM)
C (2.377, 0.353, 1.413)
C (2.286, -1.990, -1.554)
C (2.688, -0.112, 0.065)
O (3.447, 0.465, -0.665)
N (2.120, -1.328, -0.274)
H (3.352, 0.527, 1.812)
H (1.373, -1.761, 0.225)
H (1.643, -1.642, -2.392)
H (1.759, 1.181, 1.423)
H (1.822, -0.333, 2.068)
H (3.242, -1.682, -1.994)
H (2.132, -3.050, -1.655)
C (-2.220, 2.073, -1.292)
C (-2.493, -0.554, 1.545)
C (-2.779, 0.523, 0.572)
O (-3.921, 0.865, 0.359)
N (-1.774, 0.934, -0.398)
H (-0.765, 0.996, -0.105)
H (-1.368, 2.685, -1.394)
H (-3.322, -0.517, 2.247)
H (-2.517, 1.686, -2.373)
H (-3.063, 2.537, -0.779)
H (-2.421, -1.478, 1.006)
H (-1.598, -0.377, 2.139)

Atoms 1-2, force components in eV/Å:
C -0.05 -1.62 1.41
C 0.62 1.77 -2.34

Properties
ΔE to the lowest compared entry with this formula, charge and spin	171.8	kJ/mol
structure (SMILES)	CNC(C)=O.CNC(C)=O
lowest unoccupied orbital energy	0.4	eV
multiplicity	1
energy	-496.9921	hartree
molecular weight	146.19	g mol⁻¹
frontier orbital gap	10.1880	eV

These are the Löwdin partial charges, in e, on atoms 1 to 2: 0.00, -0.10



Record 2
This record from OMol25 describes a 2-piece molecular cluster, C6H14N2O2 overall at a distorted geometry. The level of theory is wB97M-V/def2-TZVPD.

CARTESIAN COORDINATES (ANGSTROEM)
C (1.704, -2.049, 1.805)
C (-2.012, -1.942, 1.250)
C (0.431, -1.879, 1.014)
O (0.363, -1.302, -0.059)
N (-0.681, -2.318, 1.656)
H (2.507, -1.531, 1.285)
H (-0.596, -2.762, 2.554)
H (-1.929, -1.152, 0.511)
H (1.585, -1.753, 2.840)
H (2.069, -3.078, 1.740)
H (-2.586, -2.784, 0.883)
H (-2.567, -1.476, 2.075)
C (-1.243, 1.347, -2.523)
C (1.524, 2.591, -0.323)
C (0.594, 2.538, -1.500)
O (0.752, 3.220, -2.495)
N (-0.438, 1.669, -1.382)
H (-0.357, 0.963, -0.665)
H (-0.688, 1.443, -3.457)
H (1.697, 3.638, -0.076)
H (-1.723, 0.364, -2.446)
H (-2.132, 1.973, -2.631)
H (1.237, 2.081, 0.590)
H (2.489, 2.198, -0.647)

Atoms 1-2, force components in eV/Å:
C 0.70 -0.63 -0.95
C -0.33 0.58 0.24

Properties
ΔE to the lowest compared entry with this formula, charge and spin	59.1	kJ/mol
structure (SMILES)	CNC(C)=O.CNC(C)=O
lowest unoccupied orbital energy	0.6	eV
multiplicity	1
energy	-497.0350	hartree
molecular weight	146.19	g mol⁻¹
frontier orbital gap	9.8385	eV

These are the Löwdin partial charges, in e, on atoms 1 to 2: 0.00, -0.07



Record 3
This record from OMol25 describes a 2-piece molecular cluster, C6H14N2O2 overall at a distorted geometry. The level of theory is wB97M-V/def2-TZVPD.

CARTESIAN COORDINATES (ANGSTROEM)
C (0.184, -0.459, -3.084)
C (2.302, -0.078, 0.029)
C (1.296, -0.741, -0.887)
O (0.574, -1.658, -0.548)
N (1.026, 0.007, -2.012)
H (1.794, 0.587, -2.316)
H (0.677, -1.051, -3.855)
H (1.795, 0.121, 0.971)
H (-0.599, -1.089, -2.672)
H (-0.411, 0.345, -3.498)
H (3.087, -0.800, 0.254)
H (2.649, 0.899, -0.290)
C (-1.773, 0.865, -0.272)
C (-0.765, -0.289, 3.219)
C (-1.409, 0.916, 1.196)
O (-1.528, 1.955, 1.820)
N (-1.085, -0.286, 1.787)
H (-1.754, -0.177, -0.610)
H (-0.360, -0.793, 1.290)
H (0.097, -0.941, 3.346)
H (-2.761, 1.276, -0.407)
H (-0.953, 1.301, -0.846)
H (-0.465, 0.701, 3.575)
H (-1.618, -0.609, 3.810)

Atoms 1-2, force components in eV/Å:
C -1.21 -0.56 0.27
C -0.14 -0.59 0.43

Properties
ΔE to the lowest compared entry with this formula, charge and spin	84.6	kJ/mol
structure (SMILES)	CNC(C)=O.CNC(C)=O
lowest unoccupied orbital energy	0.6	eV
multiplicity	1
energy	-497.0253	hartree
molecular weight	146.19	g mol⁻¹
frontier orbital gap	10.0575	eV

These are the Löwdin partial charges, in e, on atoms 1 to 2: -0.09, 0.01



Record 4
This record from OMol25 describes a 3-piece molecular cluster, C6H14N2O2 overall at a distorted geometry. The level of theory is wB97M-V/def2-TZVPD.

CARTESIAN COORDINATES (ANGSTROEM)
C (0.310, -0.962, -0.466)
C (-1.910, 0.333, -0.319)
C (0.251, 0.113, 0.402)
C (-2.644, 1.077, 0.755)
C (0.223, -0.066, 1.885)
C (2.648, -0.540, 0.202)
N (3.284, -0.677, -0.988)
N (0.339, -0.894, -1.833)
O (-1.721, 1.074, -1.508)
O (3.236, -0.318, 1.240)
H (-1.513, 1.985, -1.268)
H (0.157, -1.955, -0.055)
H (-2.360, -0.619, -0.595)
H (0.493, 1.095, 0.011)
H (2.749, -0.889, -1.812)
H (4.297, -0.621, -1.053)
H (-0.118, -1.650, -2.319)
H (0.118, 0.015, -2.225)
H (-2.823, 0.428, 1.613)
H (-3.616, 1.456, 0.408)
H (-2.067, 1.940, 1.110)
H (-0.448, 0.654, 2.354)
H (-0.106, -1.070, 2.159)
H (1.221, 0.089, 2.301)

Atoms 1-2, force components in eV/Å:
C 1.10 0.02 0.55
C 0.23 0.77 0.27

Properties
ΔE to the lowest compared entry with this formula, charge and spin	542.1	kJ/mol
lowest unoccupied orbital energy (spin up / spin down)	0.8 / 0.7	eV
multiplicity	1
energy	-496.8510	hartree
molecular weight	146.19	g mol⁻¹
frontier orbital gap (spin up / spin down)	7.1188 / 6.6549	eV

These are the Löwdin partial charges, in e, on atoms 1 to 2: -0.25, -0.29



Record 5
This record from OMol25 describes a 2-piece molecular cluster, C6H14N2O2 overall at a distorted geometry. The level of theory is wB97M-V/def2-TZVPD.

CARTESIAN COORDINATES (ANGSTROEM)
C (-0.429, -2.609, -0.243)
C (-0.765, -0.967, 3.200)
C (-0.839, -1.772, 0.919)
O (-1.666, -0.877, 0.791)
N (-0.349, -1.936, 2.205)
H (0.494, -2.382, -0.759)
H (0.549, -2.366, 2.362)
H (-0.358, -1.273, 4.167)
H (-0.538, -3.707, -0.192)
H (-1.145, -2.367, -1.039)
H (-0.399, 0.034, 2.965)
H (-1.862, -0.941, 3.294)
C (-1.159, 1.311, -1.275)
C (2.508, 1.415, -1.992)
C (1.237, 1.854, -1.362)
O (1.032, 2.992, -0.961)
N (0.225, 0.944, -1.364)
H (0.504, 0.067, -1.769)
H (-1.535, 1.670, -0.306)
H (3.268, 2.184, -1.946)
H (-1.415, 2.246, -1.823)
H (-1.738, 0.491, -1.660)
H (2.987, 0.712, -1.257)
H (2.402, 0.828, -2.897)

Atoms 1-2, force components in eV/Å:
C -0.90 -1.02 -1.69
C -0.17 -0.05 0.47

Properties
ΔE to the lowest compared entry with this formula, charge and spin	127.5	kJ/mol
structure (SMILES)	CNC(C)=O.CNC(C)=O
lowest unoccupied orbital energy	0.6	eV
multiplicity	1
energy	-497.0090	hartree
molecular weight	146.19	g mol⁻¹
frontier orbital gap	9.8985	eV

These are the Löwdin partial charges, in e, on atoms 1 to 2: -0.01, -0.10



Record 6
This record from OMol25 describes a 2-piece molecular cluster, C6H14N2O2 overall at a distorted geometry. The level of theory is wB97M-V/def2-TZVPD.

CARTESIAN COORDINATES (ANGSTROEM)
C (2.049, -0.262, -1.998)
C (1.490, -0.627, 0.405)
C (1.287, -1.942, 0.241)
O (1.801, 0.278, -0.712)
O (1.964, -0.123, 1.560)
H (1.652, 0.798, 1.634)
H (2.854, -0.994, -1.987)
H (2.325, 0.578, -2.631)
H (1.140, -0.737, -2.369)
H (1.104, -2.394, -0.718)
H (1.246, -2.577, 1.110)
C (-2.931, -0.155, 0.234)
N (-1.513, -0.406, 0.387)
C (-0.644, 0.703, 0.427)
N (-0.387, 1.317, 1.687)
C (-0.279, 1.345, -0.730)
H (-1.298, -1.053, 1.151)
H (-0.516, 2.321, 1.687)
H (-0.859, 0.880, 2.469)
H (-3.107, 0.400, -0.690)
H (-3.385, 0.410, 1.068)
H (-3.448, -1.109, 0.151)
H (-0.684, 1.012, -1.672)
H (0.140, 2.338, -0.705)

Atoms 1-2, force components in eV/Å:
C -0.41 -0.27 0.58
C 3.05 -0.30 -2.60

Properties
ΔE to the lowest compared entry with this formula, charge and spin	439.3	kJ/mol
structure (SMILES)	C=C(N)NC.C=C(O)OC
lowest unoccupied orbital energy	0.8	eV
multiplicity	1
energy	-496.8902	hartree
molecular weight	146.19	g mol⁻¹
frontier orbital gap	8.4606	eV

These are the Löwdin partial charges, in e, on atoms 1 to 2: -0.10, -0.45



multiplicity of number 4 (C6H14N2O2)?
1